No. 1
Density functional theory data (ωB97M-V/def2-TZVPD) for 5 unconnected molecules or ions with the total composition C12H23Cl8IN2O in a non-equilibrium geometry.

Element x y z (Å)
N  0.417  0.770  -1.823
C  -0.005  -0.203  -0.727
N  0.484  -1.582  -1.145
C  1.928  -1.614  -0.639
O  3.082  -1.776  -1.296
C  1.654  -1.321  0.984
C  0.710  0.041  0.765
I  -1.032  -0.184  2.114
H  -0.389  1.337  -2.167
H  0.888  0.234  -2.591
H  -1.183  -0.246  -0.710
H  0.323  -1.872  -2.134
H  2.580  -1.243  1.694
H  0.964  -2.201  1.328
H  1.308  1.068  0.840
Cl  -1.838  -4.479  1.561
C  -0.305  -5.376  1.690
C  0.338  -5.221  3.059
Cl  0.938  -3.567  3.337
H  0.359  -5.029  0.892
H  -0.537  -6.429  1.505
H  1.200  -5.889  3.143
H  -0.363  -5.467  3.863
Cl  -1.601  2.562  -2.867
C  -2.567  3.306  -1.568
C  -2.665  4.816  -1.718
Cl  -1.105  5.624  -1.426
H  -2.120  3.025  -0.610
H  -3.565  2.861  -1.622
H  -3.372  5.217  -0.985
H  -3.013  5.099  -2.716
Cl  1.500  -0.573  4.539
C  0.750  -0.562  6.155
C  1.507  -1.432  7.145
Cl  1.362  -3.166  6.765
H  -0.290  -0.884  6.049
H  0.751  0.478  6.497
H  1.098  -1.293  8.151
H  2.572  -1.178  7.173
Cl  0.133  1.720  -5.176
C  -0.372  3.292  -5.845
C  -0.024  3.428  -7.319
Cl  1.732  3.543  -7.588
H  0.095  4.081  -5.246
H  -1.455  3.360  -5.710
H  -0.467  4.344  -7.722
H  -0.403  2.582  -7.901

Summary:
Gap between HOMO and LUMO, eV: 9.141
Energy, eV: -126122.568
LUMO, eV: 0.3
SMILES: N[C@H]1NC(=O)C[C@@H]1I.ClCCCl.ClCCCl.ClCCCl.ClCCCl

Charges per atom according to Mulliken partitioning, unit e: number 1, N, carries -0.470; number 2, C, carries 0.081; number 3, N, carries -0.354; number 4, C, carries 0.134; number 5, O, carries -0.611; number 6, C, carries 0.282; number 7, C, carries -0.597; number 8, I, carries -0.004; number 9, H, carries 0.124; number 10, H, carries 0.238; number 11, H, carries 0.431; number 12, H, carries 0.318; number 13, H, carries 0.331; number 14, H, carries -0.287; number 15, H, carries 0.421; number 16, Cl, carries -0.173; number 17, C, carries -0.515; number 18, C, carries -0.524; number 19, Cl, carries -0.037; number 20, H, carries 0.286; number 21, H, carries 0.377; number 22, H, carries 0.310; number 23, H, carries 0.319; number 24, Cl, carries -0.218; number 25, C, carries -0.510; number 26, C, carries -0.448; number 27, Cl, carries -0.185; number 28, H, carries 0.346; number 29, H, carries 0.320; number 30, H, carries 0.331; number 31, H, carries 0.307; number 32, Cl, carries -0.101; number 33, C, carries -0.557; number 34, C, carries -0.430; number 35, Cl, carries -0.166; number 36, H, carries 0.270; number 37, H, carries 0.367; number 38, H, carries 0.315; number 39, H, carries 0.298; number 40, Cl, carries -0.199; number 41, C, carries -0.470; number 42, C, carries -0.482; number 43, Cl, carries -0.185; number 44, H, carries 0.342; number 45, H, carries 0.331; number 46, H, carries 0.325; number 47, H, carries 0.323

No. 2
Density functional theory data (ωB97M-V/def2-TZVPD) for a molecular structure, C38H34N7OSbSe4Ti in a non-equilibrium geometry.

Element x y z (Å)
Ti  1.961  -1.309  1.134
N  2.000  -2.060  3.238
C  2.847  -1.241  4.057
C  2.735  -1.086  5.405
C  3.712  -0.344  6.109
C  4.798  0.179  5.468
C  4.939  0.015  4.069
C  6.047  0.468  3.317
C  6.097  0.220  1.975
C  5.007  -0.419  1.354
N  3.940  -0.804  2.012
C  3.928  -0.657  3.369
H  1.174  -2.362  3.747
H  2.526  -2.951  3.103
H  1.919  -1.554  5.940
H  3.607  -0.223  7.178
H  5.564  0.711  6.017
H  6.856  0.984  3.818
H  6.945  0.517  1.376
H  5.013  -0.608  0.287
C  -9.683  -0.358  -6.254
O  -8.441  0.242  -6.584
C  -7.405  0.054  -5.735
C  -6.203  0.662  -6.099
C  -5.091  0.526  -5.297
C  -5.145  -0.218  -4.116
C  -6.348  -0.814  -3.761
C  -7.475  -0.685  -4.557
C  -3.981  -0.386  -3.245
N  -4.011  -0.886  -2.031
C  -2.710  -0.864  -1.602
C  -1.882  -0.344  -2.566
N  -2.710  -0.036  -3.618
C  -0.473  -0.213  -2.397
C  0.420  0.276  -3.357
C  1.760  0.309  -3.067
C  2.191  -0.126  -1.815
N  1.363  -0.559  -0.880
C  0.045  -0.631  -1.157
C  -0.810  -1.191  -0.135
N  -0.220  -1.603  1.018
C  -0.990  -2.142  1.948
C  -2.369  -2.313  1.805
C  -2.977  -1.895  0.654
C  -2.186  -1.316  -0.349
H  -10.367  -0.090  -7.054
H  -10.067  0.025  -5.306
H  -9.595  -1.445  -6.201
H  -6.170  1.239  -7.013
H  -4.179  1.028  -5.598
H  -6.393  -1.389  -2.846
H  -8.394  -1.164  -4.254
H  -2.439  0.314  -4.519
H  0.060  0.611  -4.322
H  2.487  0.667  -3.781
H  3.244  -0.126  -1.576
H  -0.513  -2.499  2.845
H  -2.921  -2.786  2.604
H  -4.040  -2.005  0.488
C  1.229  2.889  -0.830
N  2.668  2.932  -0.624
C  3.125  4.309  -0.563
C  3.144  2.091  0.483
C  2.229  1.970  1.681
C  2.079  3.079  2.513
C  1.175  3.065  3.564
C  0.413  1.928  3.777
C  0.597  0.816  2.963
C  1.516  0.777  1.906
H  0.995  3.326  -1.803
H  0.671  3.441  -0.060
H  0.870  1.861  -0.815
H  2.893  4.806  -1.506
H  4.206  4.339  -0.423
H  2.651  4.892  0.242
H  4.127  2.469  0.777
H  3.305  1.085  0.092
H  2.679  3.965  2.338
H  1.064  3.932  4.204
H  -0.313  1.898  4.582
H  -0.010  -0.059  3.188
Se  2.683  -7.495  1.479
Sb  2.258  -5.538  2.698
Se  0.023  -4.822  3.161
Se  3.973  -4.172  3.638
Se  2.750  -3.127  0.096

Summary:
Gap between HOMO and LUMO, eV: 6.350
Energy, eV: -343477.511
LUMO, eV: -1.0

Charges per atom according to Mulliken partitioning, unit e: number 1, Ti, carries -0.853; number 2, N, carries 1.356; number 3, C, carries -0.429; number 4, C, carries -0.470; number 5, C, carries -0.973; number 6, C, carries -0.838; number 7, C, carries 0.860; number 8, C, carries -0.824; number 9, C, carries -1.162; number 10, C, carries -0.168; number 11, N, carries 1.112; number 12, C, carries 0.295; number 13, H, carries 0.222; number 14, H, carries -0.652; number 15, H, carries 0.537; number 16, H, carries 0.419; number 17, H, carries 0.434; number 18, H, carries 0.460; number 19, H, carries 0.495; number 20, H, carries 0.349; number 21, C, carries -0.850; number 22, O, carries -0.461; number 23, C, carries 0.954; number 24, C, carries -0.704; number 25, C, carries -0.498; number 26, C, carries 0.176; number 27, C, carries -0.858; number 28, C, carries -0.401; number 29, C, carries 0.312; number 30, N, carries -0.828; number 31, C, carries 0.858; number 32, C, carries -0.002; number 33, N, carries -0.095; number 34, C, carries 0.825; number 35, C, carries -0.913; number 36, C, carries -1.162; number 37, C, carries -0.134; number 38, N, carries 0.720; number 39, C, carries -0.465; number 40, C, carries -0.523; number 41, N, carries 0.977; number 42, C, carries -0.822; number 43, C, carries -1.647; number 44, C, carries -0.538; number 45, C, carries 0.516; number 46, H, carries 0.239; number 47, H, carries 0.343; number 48, H, carries 0.348; number 49, H, carries 0.424; number 50, H, carries 0.260; number 51, H, carries 0.448; number 52, H, carries 0.392; number 53, H, carries 0.209; number 54, H, carries 0.415; number 55, H, carries 0.488; number 56, H, carries 0.269; number 57, H, carries 0.871; number 58, H, carries 0.502; number 59, H, carries 0.562; number 60, C, carries -1.065; number 61, N, carries 0.216; number 62, C, carries -0.979; number 63, C, carries 0.222; number 64, C, carries 1.000; number 65, C, carries -0.491; number 66, C, carries -1.025; number 67, C, carries -0.827; number 68, C, carries -0.647; number 69, C, carries 1.988; number 70, H, carries 0.339; number 71, H, carries 0.424; number 72, H, carries 0.319; number 73, H, carries 0.336; number 74, H, carries 0.333; number 75, H, carries 0.322; number 76, H, carries 0.807; number 77, H, carries -2.056; number 78, H, carries 0.436; number 79, H, carries 0.410; number 80, H, carries 0.462; number 81, H, carries 0.195; number 82, Se, carries -0.479; number 83, Sb, carries 0.585; number 84, Se, carries -0.300; number 85, Se, carries -0.450; number 86, Se, carries -0.450

No. 3
Density functional theory data (ωB97M-V/def2-TZVPD) for a molecular structure, CH3BBr2O2 in a non-equilibrium geometry.

Element x y z (Å)
B  -0.122  -0.207  -0.585
C  -2.386  -0.013  0.822
O  1.164  0.289  -0.640
O  -0.870  -0.007  0.573
Br  -3.238  -1.585  -0.068
Br  -3.040  1.562  -0.093
H  -0.466  -0.957  -1.369
H  1.246  0.668  0.273
H  -0.346  0.317  1.365

Summary:
Multiplicity: 3
Gap between HOMO and LUMO (alpha / beta), eV: 4.327 / 7.413
⟨S²⟩: 2.0069
Energy, eV: -145936.867
LUMO (alpha / beta), eV: -0.5 / -2.2

Charges per atom according to Mulliken partitioning, unit e: number 1, B, carries 0.422; number 2, C, carries 0.058; number 3, O, carries -0.428; number 4, O, carries -0.159; number 5, Br, carries -0.256; number 6, Br, carries -0.147; number 7, H, carries -0.031; number 8, H, carries 0.249; number 9, H, carries 0.292